Entry from OMol25: a molecular structure, C18H17N2O3Rh in a non-equilibrium geometry (the ωB97M-V functional and the def2-TZVPD basis).

## Properties
LUMO energy in eV: -8.26
Orbital gap in eV: 6.49
Net charge: +2
E_tot in hartree: -1141.307671
ΔE to the lowest compared entry with this formula, charge and spin in kJ/mol: 0.0

Atoms and positions in Å:
C 1.396735 2.212885 -1.908734
Rh 0.402416 -0.035598 0.348785
C 3.186524 3.137650 -3.269377
H -0.339622 4.372582 -1.761181
C -2.462387 -4.088160 2.026888
H -3.008675 -5.016185 1.920061
C 1.909284 3.188700 -2.805654
H 5.361597 2.949694 -5.040651
H -1.273794 3.200081 -2.703210
O 5.290668 1.961568 -3.201970
C -1.329090 -2.205822 1.024948
H -1.887121 -3.474389 -2.540297
H 5.857448 3.926569 -3.622919
C -2.028697 -3.408187 0.861440
C -1.501584 -2.348315 3.407373
H 1.273987 3.998749 -3.134039
H -1.312742 -1.944748 4.395398
H -2.505056 -4.107701 4.153302
O -0.388690 1.484864 -0.513459
C 5.878901 2.939523 -4.082455
H 3.544047 3.896957 -3.947636
C -1.741492 -3.147725 -1.521160
C -2.184695 -3.580733 3.265563
C 0.114336 2.313681 -1.363163
C 2.253476 1.140528 -1.545509
C -0.841727 3.409498 -1.721972
C -1.019124 -1.974218 -1.283845
O 1.839111 0.108579 -0.783926
H -2.771437 -4.789295 -0.625372
C 3.549407 1.092199 -1.983591
N -0.815255 -1.529364 -0.054041
H 4.189693 0.272606 -1.687760
N -0.480043 -0.361334 2.266151
H -0.587186 -1.401300 -2.093523
C -1.111024 -1.673537 2.292101
H -1.645935 3.449240 -0.992833
H -1.209502 0.354207 2.230141
C 4.034841 2.086220 -2.839973
C -2.231117 -3.865265 -0.459689
H 0.065159 -0.171000 3.102905
H 6.904464 2.620195 -4.222018

Cartesian forces (eV/Å) of the 2 atoms listed first:
C -0.092 0.051 0.089
Rh 0.489 -0.890 0.488